Density functional theory data (wB97M-V/def2-TZVPD) for a 2-piece molecular cluster, C6H14N2 overall at a distorted geometry.

```
22
Properties=species:S:1:pos:R:3:mulliken_charge:R:1
C -1.9374 -0.3597 1.0952 -0.227
C -1.5435 0.4474 2.1122 -0.197
N -1.3144 -0.0299 3.4456 -0.605
N -2.1828 0.0807 -0.2344 -0.588
H -2.0451 -1.4316 1.2615 0.302
H -1.4159 1.5045 1.9530 0.321
H -2.1189 0.1695 4.0422 0.237
H -0.5096 0.4790 3.8611 0.264
H -2.9091 -0.4954 -0.7039 0.271
H -1.3303 0.0598 -0.8091 0.224
C 1.9965 0.8242 -2.7522 -1.166
C 1.7119 -0.1504 -1.6319 0.884
C 1.2751 -1.4170 -1.8496 -0.909
C 1.9267 0.3889 -0.2304 -1.158
H 1.3477 1.7152 -2.6351 0.280
H 1.8034 0.3685 -3.7268 0.332
H 3.0521 1.1691 -2.7100 0.289
H 1.0818 -2.1105 -1.0184 0.266
H 1.0621 -1.8009 -2.8761 0.229
H 1.5988 -0.3535 0.5286 0.279
H 1.3407 1.3259 -0.0548 0.276
H 2.9471 0.6443 -0.0501 0.396
```

Its charge is 0. The calculation puts the energy at -9427.737 eV. As for the spin multiplicity: 1. As for the HOMO-LUMO gap: 9.45 eV. As for the SMILES: C=C(C)C.N/C=C/N. As for the HOMO energy: -8.48 eV. Its relative energy (zero: lowest compared OMol25 entry of this formula, charge and spin) is 1.747 eV.

---

Density functional theory data (wB97M-V/def2-TZVPD) for one molecule with the formula C4H6N2O at a distorted geometry.

```
13
Properties=species:S:1:pos:R:3:mulliken_charge:R:1
N -2.1139 0.4971 -0.3477 -0.583
C -0.8055 0.0199 -0.1610 0.195
C -0.4584 -1.3850 -0.4754 -0.251
N 0.7212 -1.8149 -0.2601 -0.529
C 1.4548 1.1122 0.2480 -0.235
O 2.3532 1.0134 1.2567 -0.431
C 0.2193 0.6851 0.3112 0.253
H -2.8304 -0.1901 -0.1658 0.230
H -2.3042 1.3473 0.1706 0.248
H -1.2913 -2.0127 -0.8109 0.310
H 0.8101 -2.8020 -0.4880 0.240
H 3.1739 1.4772 1.0383 0.360
H 1.1297 1.9986 -0.3240 0.193
```

Its charge is 0. The calculation puts the energy at -9269.066 eV. As for the spin multiplicity: 1. As for the HOMO-LUMO gap: 8.50 eV. As for the SMILES: [H]/N=C/C(N)=C=CO. As for the HOMO energy: -7.80 eV. Its relative energy (zero: lowest compared OMol25 entry of this formula, charge and spin) is 4.436 eV.

---

Density functional theory data (wB97M-V/def2-TZVPD) for C28H37IMnN5O6PS as an isolated structure.

```
80
Properties=species:S:1:pos:R:3:lowdin_spin:R:1
Mn -0.8286 -0.4941 0.5504 4.717
O -2.4895 3.5243 2.0433 0.002
C -1.8805 2.3748 1.8421 0.003
O -1.4689 1.9945 0.7686 0.024
C -1.7125 1.5487 3.0710 0.002
C -1.9742 2.0057 4.3553 0.001
C -1.7456 1.1341 5.4089 0.000
C -1.2693 -0.1395 5.1443 0.001
C -1.0387 -0.5040 3.8226 0.002
N -1.2629 0.3301 2.8133 0.020
C -0.5324 -1.8261 3.3403 0.005
O 0.0195 -2.6750 4.1842 0.002
O -0.6277 -2.1183 2.1723 0.024
H -2.5567 4.0346 1.2226 0.000
H -2.3476 3.0076 4.5118 0.000
H -1.9373 1.4470 6.4262 0.000
H -1.1072 -0.8315 5.9612 0.000
H 0.0705 -2.3504 5.0919 0.000
S -0.5118 -2.8679 -0.8960 0.032
C 0.4992 -2.7541 -2.2461 0.007
N 0.3879 -3.6897 -3.2274 0.004
C 1.1425 -3.7085 -4.3508 0.001
C 2.0781 -2.7452 -4.5652 0.002
C 2.2391 -1.7453 -3.5864 0.000
C 1.4736 -1.7524 -2.4510 0.002
H -0.2972 -4.4177 -3.0725 0.001
H 0.9572 -4.5104 -5.0505 0.000
H 2.6877 -2.7557 -5.4552 0.000
H 2.9782 -0.9694 -3.7411 0.000
H 1.5887 -1.0046 -1.6811 0.000
C -1.9206 -0.5542 -3.1999 0.003
P -1.7967 0.4130 -1.6448 0.024
C -3.5251 0.9881 -1.4680 0.004
C -0.8886 1.8580 -2.2967 0.004
C 0.4759 1.9298 -2.0204 0.002
C 1.2604 2.9356 -2.5639 0.000
C 0.6794 3.8928 -3.3830 0.000
C -0.6804 3.8357 -3.6529 0.000
C -1.4639 2.8235 -3.1175 0.001
H -2.4719 0.0346 -3.9339 0.001
H -2.4372 -1.4986 -3.0315 0.000
H -0.9238 -0.7543 -3.5892 0.000
H -3.9286 1.3068 -2.4278 0.001
H -3.5598 1.8097 -0.7568 0.000
H -4.1277 0.1641 -1.0864 0.000
H 0.9105 1.1916 -1.3571 0.001
H 2.3210 2.9776 -2.3459 0.000
H 1.2794 4.6857 -3.8094 0.000
H -1.1317 4.5840 -4.2916 0.000
H -2.5216 2.7997 -3.3501 0.000
N -4.9796 -1.7366 2.0108 0.002
C -3.9038 -1.9337 1.2375 0.004
O -3.0746 -1.0351 1.0646 0.033
C -3.7951 -3.2835 0.5888 0.000
I -4.7023 -3.1040 -1.3484 0.000
H -5.1261 -0.8295 2.4213 0.000
H -5.6857 -2.4367 2.1564 0.000
H -4.3446 -4.0593 1.1103 0.000
H -2.7562 -3.5604 0.4371 0.000
C 2.8795 -2.1557 0.6578 0.000
N 3.3089 -0.7725 0.8093 0.004
C 4.7514 -0.5525 0.8709 0.001
C 5.0576 0.7087 1.6534 0.000
C 4.2716 1.8474 1.0372 0.001
N 2.8516 1.5054 0.9800 0.004
C 1.9204 2.6165 1.0909 0.000
C 2.4127 0.2326 0.8868 0.009
O 1.1751 -0.0136 0.8625 0.050
H 3.2673 -2.7548 1.4831 0.000
H 3.2630 -2.5665 -0.2785 0.000
H 1.7966 -2.2194 0.6559 0.000
H 5.1616 -0.4814 -0.1415 0.000
H 5.2019 -1.4199 1.3527 0.000
H 6.1237 0.9255 1.6217 0.000
H 4.7636 0.5755 2.6963 0.000
H 4.6387 2.0642 0.0287 0.000
H 4.3746 2.7562 1.6292 0.000
H 1.8762 2.9805 2.1219 0.000
H 0.9310 2.3087 0.7753 0.000
H 2.2584 3.4290 0.4480 0.000
```

Its charge is +2. The calculation puts the energy at -108910.281 eV. As for the spin multiplicity: 6. The expectation value of S² is 8.753. As for the HOMO-LUMO gap (alpha / beta): 7.15 / 7.27 eV. As for the HOMO energy (alpha / beta): -12.69 / -12.83 eV.